No. 1
Formula: C27H44BN8Si2Sn
Source: the Open Molecules 2025 dataset
Level of theory: ωB97M-V/def2-TZVPD

CARTESIAN COORDINATES (ANGSTROEM)
Sn 0.6237 -0.9177 0.0012
C 3.3860 -3.3037 0.0402
C 3.8170 -1.8728 0.0341
C 5.1059 -1.3390 0.0412
C 4.9434 0.0376 0.0303
C 5.9776 1.1119 0.0312
N 3.6250 0.2921 0.0176
N 2.9310 -0.8764 0.0203
B 2.8406 1.6163 0.0022
N 1.9306 1.6518 1.2590
N 0.9774 0.7021 1.4521
C 0.4074 0.9117 2.6404
C -0.6841 0.0313 3.1525
C 0.9998 2.0293 3.2270
C 1.9615 2.4655 2.3271
C 2.8956 3.6220 2.4399
N 1.9517 1.6345 -1.2695
N 1.0006 0.6832 -1.4647
C 0.4453 0.8812 -2.6618
C -0.6479 0.0029 -3.1738
C 1.0491 1.9892 -3.2546
C 1.9990 2.4348 -2.3469
C 2.9354 3.5895 -2.4601
H 4.2549 -3.9579 0.0490
H 2.7940 -3.5432 -0.8451
H 2.7842 -3.5327 0.9215
H 6.0369 -1.8810 0.0524
H 6.9682 0.6636 0.0423
H 5.8832 1.7544 0.9070
H 5.8973 1.7423 -0.8546
H 3.5763 2.5525 0.0018
H -0.8645 -0.8152 2.4877
H -1.6199 0.5840 3.2388
H -0.4320 -0.3544 4.1400
H 0.7684 2.4656 4.1841
H 2.7152 4.1451 3.3760
H 2.7537 4.3244 1.6180
H 3.9355 3.2950 2.4238
H -0.8400 -0.8354 -2.5016
H -0.3908 -0.3948 -4.1551
H -1.5790 0.5616 -3.2733
H 0.8303 2.4153 -4.2194
H 2.7687 4.1014 -3.4049
H 3.9747 3.2621 -2.4252
H 2.7822 4.3017 -1.6488
C -0.5446 -4.2537 -1.5966
Si -1.5592 -4.1226 -0.0354
C -2.8101 -5.5108 -0.0527
C -0.5329 -4.3034 1.5132
N -2.1105 -2.4409 -0.0086
C -3.2516 -1.8878 0.0099
C -4.5195 -2.6455 0.0262
C -5.7136 -2.0540 0.0576
C -5.8225 -0.6048 0.0787
C -4.7421 0.1787 0.0631
C -3.3612 -0.3480 0.0193
N -2.3201 0.3962 -0.0046
Si -2.4694 2.1902 -0.0056
C -0.8404 3.0800 -0.0466
C -3.2798 2.7553 1.5866
C -3.3495 2.7408 -1.5654
H -0.0681 -5.2351 -1.6626
H 0.2394 -3.4961 -1.6486
H -1.1824 -4.1378 -2.4766
H -2.2459 -6.4485 -0.0724
H -3.4508 -5.5024 -0.9366
H -3.4401 -5.5338 0.8386
H -0.0550 -5.2859 1.5437
H -1.1645 -4.2171 2.4009
H 0.2504 -3.5469 1.5844
H -4.4456 -3.7207 0.0147
H -6.6191 -2.6468 0.0705
H -6.8088 -0.1587 0.1085
H -4.8784 1.2474 0.0817
H -0.2174 2.8953 0.8272
H -1.1012 4.1446 -0.0391
H -0.2644 2.8968 -0.9520
H -2.5938 2.5823 2.4208
H -4.2291 2.2825 1.8342
H -3.4452 3.8350 1.5349
H -2.7024 2.5558 -2.4276
H -3.5099 3.8215 -1.5186
H -4.3099 2.2677 -1.7644

Forces on the atoms, in the same order (eV/Å):
Sn 0.133 -0.056 0.003
C 0.009 0.005 0.000
C 0.003 -0.041 0.001
C -0.005 -0.023 0.000
C -0.013 0.002 -0.002
C 0.002 0.002 0.001
N 0.006 -0.019 0.005
N -0.021 0.066 -0.005
B -0.053 0.021 -0.003
N 0.016 -0.001 0.011
N 0.035 -0.011 0.022
C -0.032 0.030 -0.014
C -0.002 0.012 0.006
C -0.002 -0.004 0.009
C -0.033 0.016 -0.011
C -0.002 -0.002 -0.007
N 0.019 -0.001 -0.009
N 0.013 0.004 -0.006
C -0.030 0.019 0.006
C 0.004 0.008 -0.006
C -0.009 0.005 -0.013
C -0.036 0.019 0.015
C -0.001 -0.004 0.005
H -0.001 0.005 0.000
H 0.003 0.003 0.005
H 0.004 0.002 -0.004
H -0.024 0.014 0.000
H 0.003 0.003 0.000
H -0.005 -0.007 -0.001
H -0.004 -0.007 0.001
H 0.000 -0.015 0.001
H -0.007 0.005 -0.009
H 0.002 0.008 0.003
H 0.006 -0.001 -0.001
H 0.004 -0.010 -0.011
H 0.002 0.002 -0.002
H -0.002 -0.011 0.011
H -0.010 -0.003 0.001
H -0.009 0.006 0.009
H 0.004 -0.001 0.000
H 0.005 0.010 -0.001
H 0.006 -0.012 0.014
H 0.003 0.001 0.002
H -0.010 -0.002 -0.001
H -0.002 -0.011 -0.011
C 0.023 -0.010 -0.030
Si 0.022 0.155 0.011
C -0.017 -0.026 -0.003
C 0.020 -0.013 0.028
N -0.214 -0.042 -0.018
C 0.070 0.000 0.006
C 0.069 0.022 -0.010
C -0.022 0.022 0.008
C -0.039 -0.022 -0.005
C 0.054 -0.013 -0.022
C -0.003 -0.024 0.038
N -0.009 0.031 -0.009
Si -0.022 -0.086 -0.007
C 0.060 0.009 0.017
C -0.017 0.016 0.029
C -0.017 0.009 -0.017
H -0.017 0.013 0.001
H 0.001 -0.012 -0.008
H 0.014 0.003 0.010
H -0.024 0.009 0.000
H 0.005 0.002 0.010
H 0.007 -0.002 -0.009
H -0.018 0.014 -0.002
H 0.013 0.003 -0.009
H 0.003 -0.006 0.006
H 0.016 -0.030 -0.004
H 0.006 0.007 0.000
H 0.007 -0.007 0.002
H 0.006 0.022 -0.010
H -0.002 -0.004 -0.006
H 0.032 -0.023 -0.001
H 0.015 -0.016 -0.014
H -0.004 0.005 -0.016
H 0.019 0.007 0.003
H -0.003 -0.017 0.004
H -0.005 -0.001 0.015
H -0.003 -0.018 -0.004
H 0.007 -0.003 0.005

Calculated values
Gap between HOMO and LUMO ... 7.5 eV
Total charge ... +1
ΔE to the lowest compared entry with this formula, charge and spin ... 0.0 kcal/mol
LUMO level ... -3.47 eV
HOMO energy ... -10.95 eV

---

No. 2
Formula: C27H44BrNP2STi
Source: the Open Molecules 2025 dataset
Level of theory: ωB97M-V/def2-TZVPD

CARTESIAN COORDINATES (ANGSTROEM)
C -4.6497 -0.5062 -1.1467
C -3.3448 -0.4517 -1.6893
C -3.1371 0.1491 -2.9578
C -4.2667 0.5228 -3.6756
N -5.4885 0.4071 -3.1753
C -5.7026 -0.1136 -1.9752
C -2.2999 -1.1044 -1.0301
C -1.3617 -1.8778 -0.7304
C -0.4259 -2.9532 -0.6695
C 0.8195 -2.7045 0.0659
C 1.6706 -3.7924 0.3852
C 1.2834 -5.0252 -0.0434
C 0.2404 -5.2829 -0.9448
C -0.6254 -4.2215 -1.2449
Ti 0.1595 -1.1847 1.0078
P -0.9434 1.2391 0.8799
H -2.1357 0.1358 -3.3959
H -4.8079 -1.0280 -0.2076
H -4.1307 0.9208 -4.6825
H -6.7152 -0.2421 -1.6048
H -1.4767 -4.3442 -1.9127
H 1.5129 -1.7211 -0.1670
H 0.0986 -6.2497 -1.4157
H 2.6185 -3.5454 0.8433
C -0.1252 2.5114 1.9664
C -0.5511 3.9477 1.6637
H 0.9621 2.3840 1.8271
H -0.3200 2.2393 3.0199
H 0.0115 4.6251 2.3217
H -0.3137 4.2234 0.6264
H -1.6175 4.1251 1.8644
C -1.0856 2.0294 -0.7974
C -2.3272 2.9031 -1.0027
H -1.0886 1.1901 -1.5099
H -0.1628 2.5972 -1.0083
H -2.2850 3.3306 -2.0134
H -3.2412 2.2938 -0.9491
H -2.3843 3.7507 -0.3003
C -2.6470 0.9889 1.5425
C -3.3457 2.2586 2.0390
H -2.5709 0.2389 2.3571
H -3.2304 0.4891 0.7443
H -4.3357 1.9740 2.4142
H -2.7828 2.7110 2.8648
H -3.5078 2.9886 1.2341
Br 2.4161 -6.4021 0.7075
P 2.2672 0.2544 -0.4624
C 2.4172 2.0111 -0.8927
C 3.8015 2.6304 -1.0391
H 1.8436 2.5380 -0.1175
H 1.8667 2.1341 -1.8333
H 3.7010 3.7062 -1.1943
H 4.4361 2.5153 -0.1608
H 4.3499 2.2544 -1.9047
C 3.8206 -0.1083 0.4816
C 5.0599 -0.6071 -0.2699
H 3.5202 -0.8330 1.2607
H 4.0547 0.8317 1.0031
H 5.8155 -0.9080 0.4729
H 4.8673 -1.4864 -0.9029
H 5.5214 0.1836 -0.8834
C 2.4538 -0.6123 -2.1062
C 3.3359 0.0140 -3.1887
H 1.4120 -0.6967 -2.4668
H 2.7920 -1.6415 -1.8911
H 3.2862 -0.6152 -4.0867
H 2.9996 1.0144 -3.4875
H 4.3939 0.0593 -2.9002
C 0.5252 -3.0664 3.6608
S 0.7726 -1.2345 3.2503
C -0.6078 -0.7268 4.4062
H 0.8853 -3.6539 2.7900
H -0.5403 -3.2719 3.8751
H 1.1476 -3.2509 4.5587
H -1.3681 -1.5142 4.4923
H -0.1384 -0.5409 5.3864
H -1.0514 0.1975 4.0249

Forces on the atoms, in the same order (eV/Å):
C 0.205 -0.763 -0.674
C -0.642 0.885 0.271
C 0.299 -0.827 0.211
C 0.732 0.166 0.144
N -0.602 -0.006 -0.397
C 0.583 0.048 0.849
C 1.198 -1.782 -0.733
C -0.334 1.907 0.639
C 0.744 -0.008 -0.159
C 1.613 -2.025 -1.802
C -0.777 1.889 -0.800
C 1.665 -2.526 1.005
C -0.290 1.137 0.025
C -0.051 -0.025 0.617
Ti -1.695 3.346 -1.005
P -0.096 0.856 -0.080
H -0.389 0.241 0.030
H -0.200 0.255 -0.030
H -0.358 -0.028 0.214
H -0.070 0.208 -0.350
H 0.101 -0.129 0.216
H -1.006 -0.909 0.040
H 0.090 -0.046 0.184
H 0.104 -0.543 0.119
C 0.286 -0.778 0.182
C -0.001 0.443 0.045
H -0.295 0.130 0.079
H -0.020 0.106 -0.365
H -0.099 -0.203 -0.190
H -0.117 0.004 0.354
H 0.521 -0.044 -0.192
C 0.351 -0.470 -0.059
C -0.208 0.179 -0.167
H -0.023 0.286 0.067
H -0.368 -0.230 0.319
H 0.018 -0.119 0.208
H 0.206 0.324 0.080
H 0.017 -0.476 -0.384
C 0.006 -0.681 -0.219
C -0.256 0.023 0.148
H -0.085 0.341 -0.245
H 0.294 0.341 0.406
H 0.208 0.067 0.025
H -0.315 -0.035 -0.201
H 0.127 -0.299 0.465
Br -0.874 0.390 -0.801
P 2.103 -0.675 -0.966
C -1.454 0.896 0.267
C 0.768 -0.177 -0.026
H 0.209 0.208 -0.236
H -0.070 -0.017 0.165
H -0.267 -0.046 0.033
H -0.080 -0.023 0.010
H -0.135 -0.089 0.126
C -0.579 -0.226 0.847
C 0.327 -0.069 -0.302
H 0.342 0.172 -0.087
H -0.127 -0.321 0.066
H -0.302 0.132 -0.191
H 0.028 0.313 0.188
H -0.282 -0.328 0.221
C -0.953 -0.544 0.362
C 0.330 0.284 -0.085
H 0.285 -0.079 -0.113
H -0.125 0.265 -0.040
H -0.098 0.068 0.251
H 0.082 -0.241 0.117
H -0.372 0.029 -0.026
C 0.670 -0.467 -0.395
S -1.158 -1.114 1.917
C -0.007 0.864 0.229
H -0.159 0.213 0.835
H 0.636 0.275 -0.263
H -0.291 0.083 -0.541
H 0.412 0.208 -0.248
H -0.092 -0.084 -0.427
H 0.156 -0.133 0.219

Calculated values
Gap between HOMO and LUMO (spin up / spin down) ... 5.2 / 5.2 eV
Total charge ... +4
ΔE to the lowest compared entry with this formula, charge and spin ... 25.0 kcal/mol
LUMO level (spin up / spin down) ... -14.52 / -14.52 eV
HOMO energy (spin up / spin down) ... -19.72 / -19.72 eV

---

total charge of number 2 (C27H44BrNP2STi)? +4

---

Which of these has the lowest total charge? C27H44BN8Si2Sn

---

The lowest ΔE to the lowest compared entry with this formula, charge and spin belongs to which entry? C27H44BN8Si2Sn